[1]
The following is a DFT calculation (ωB97M-V/def2-TZVPD) of a molecular structure, C37H23CdF4N9O3S.

Results
energy relative to the best compared isomer or geometry (same formula, charge and spin): 0.0 kcal per mole
gap between HOMO and LUMO (spin up / spin down): 2.88 / 2.89 eV

Each line ends with the Löwdin charge.
Element x y z (Å)
Cd  -1.487393  0.276497  0.649014  1.279
C  -3.082922  -3.780936  2.016711  -0.034
C  -3.264665  -3.617247  3.379415  -0.028
C  -2.983034  -2.390806  3.954985  0.009
C  -2.521619  -1.352707  3.153982  -0.204
N  -2.358600  -1.518440  1.837493  0.003
C  -2.629743  -2.698681  1.286757  -0.129
C  -2.181094  -0.010007  3.718150  -0.215
C  -2.198102  0.255563  5.081412  0.010
C  -1.874722  1.527972  5.524250  -0.024
C  -1.549504  2.508465  4.602472  -0.030
C  -1.543870  2.165599  3.263074  -0.122
N  -1.844318  0.939003  2.839808  -0.001
H  -3.285161  -4.720914  1.524505  0.114
H  -3.620778  -4.435036  3.990879  0.120
H  -3.123397  -2.251981  5.015346  0.110
H  -2.475871  -2.776583  0.217146  0.105
H  -2.441830  -0.512758  5.798149  0.110
H  -1.871832  1.746996  6.583301  0.122
H  -1.289858  3.511194  4.908599  0.116
H  -1.277162  2.881146  2.493944  0.112
O  5.080721  -1.262959  6.120243  -0.377
S  6.200350  -2.088524  5.712704  0.386
O  7.441823  -1.376226  5.491958  -0.354
O  6.314559  -3.354639  6.405529  -0.356
C  5.759197  -2.609453  4.018720  -0.330
N  6.583474  -3.455164  3.390376  0.133
C  6.243365  -3.818178  2.169121  -0.113
C  5.083640  -3.373003  1.534462  0.001
C  4.303887  -2.502336  2.272548  -0.231
N  4.645698  -2.122105  3.499167  0.151
C  3.013834  -1.927791  1.802034  -0.115
C  2.415184  -0.931335  2.571055  0.024
C  1.196376  -0.426432  2.179922  -0.133
N  0.528734  -0.858114  1.100291  -0.057
C  1.116060  -1.794065  0.350860  -0.142
C  2.345705  -2.346231  0.656142  0.004
H  6.916855  -4.500839  1.660041  0.110
H  4.838040  -3.693176  0.532287  0.098
H  2.913707  -0.592194  3.469690  0.125
H  0.715102  0.343313  2.771298  0.091
H  0.569566  -2.124446  -0.525718  0.098
H  2.751451  -3.114935  0.013582  0.110
C  0.050594  4.892885  -1.778797  -0.052
C  -0.390348  3.650336  -2.563170  -0.631
C  0.759804  3.172656  -3.459652  -0.040
C  -1.604439  4.003547  -3.432217  -0.037
C  -0.746162  2.583992  -1.611349  -0.205
C  -1.043876  1.761663  -0.770591  -0.168
H  0.319626  5.692935  -2.471484  0.087
H  0.916936  4.669713  -1.156289  0.088
H  -0.753963  5.248184  -1.134836  0.086
H  1.032719  3.954414  -4.171078  0.091
H  0.470228  2.280391  -4.022719  0.062
H  1.638288  2.921642  -2.865556  0.093
H  -1.350146  4.805390  -4.127620  0.093
H  -2.445904  4.328867  -2.820372  0.093
H  -1.917674  3.136680  -4.018761  0.056
F  -1.826606  -1.084485  -2.061142  0.071
C  -1.736825  -0.413357  -3.212329  -0.147
C  -0.648233  -0.590579  -3.968275  -0.133
F  0.323962  -1.372776  -3.518830  0.140
C  -0.498796  0.007257  -5.284449  -0.022
C  -1.653696  0.771608  -5.726100  -0.137
C  -2.740132  0.953136  -4.962474  -0.158
F  -3.735555  1.701507  -5.416659  0.145
C  -2.853673  0.421662  -3.619370  -0.015
C  -3.917638  0.699263  -2.817349  -0.117
C  -3.948294  0.315466  -1.440312  -0.177
N  -3.954518  0.063741  -0.319741  0.160
C  -5.067562  1.454530  -3.211796  -0.163
N  -6.031208  2.032727  -3.447803  0.217
F  -1.606991  1.340998  -6.919801  0.152
C  0.621063  -0.144741  -6.036208  -0.114
C  0.787642  0.411104  -7.348082  -0.155
N  0.955442  0.798513  -8.415717  0.223
C  1.778486  -0.873562  -5.604150  -0.157
N  2.745594  -1.412815  -5.300628  0.223

Atoms 1-3, force components in eV/Å:
0.37 0.12 0.09
0.01 0.00 0.00
0.00 0.00 -0.02



[2]
The following is a DFT calculation (ωB97M-V/def2-TZVPD) of a molecular structure, C37H24BrDyF4N3O2PS in a non-equilibrium geometry.

Results
gap between HOMO and LUMO (spin up / spin down): 7.77 / 7.78 eV
spin multiplicity: 6

Each line ends with the Mulliken spin population.
Element x y z (Å)
Dy  0.214900  -0.264900  0.194000  4.876
O  -1.342000  -1.546800  -0.410400  0.027
C  -2.535600  -1.451000  -0.942300  -0.001
C  -3.197900  -2.625400  -1.353800  0.003
C  -4.435000  -2.593500  -1.949800  0.000
C  -5.077500  -1.378900  -2.170900  0.000
C  -4.461400  -0.211000  -1.787900  -0.001
C  -3.208100  -0.205700  -1.160100  0.000
C  -2.637600  1.060300  -0.790000  0.001
N  -1.504000  1.165800  -0.181900  -0.001
N  -1.034800  2.444900  0.051700  0.003
C  0.267100  2.541900  0.094400  0.010
O  1.104400  1.585100  -0.128200  0.015
C  0.771400  3.899700  0.396600  0.001
C  1.876900  4.063500  1.221300  0.000
C  2.323700  5.335500  1.530800  0.000
C  1.685700  6.445300  1.002200  0.000
C  0.589900  6.282300  0.168900  0.000
C  0.125200  5.014300  -0.126400  -0.001
H  -2.691700  -3.560300  -1.160700  0.000
H  -4.901700  -3.517200  -2.258600  0.000
H  -6.052100  -1.357600  -2.630100  0.000
H  -4.951100  0.736800  -1.966500  0.000
H  -3.180800  1.970100  -1.062300  0.000
H  2.364500  3.186600  1.621700  0.000
H  3.167700  5.463600  2.192100  0.000
H  2.050000  7.436900  1.230200  0.000
H  0.092800  7.147800  -0.245100  0.000
H  -0.730700  4.864800  -0.765900  0.000
S  2.228100  -1.448100  1.678700  -0.006
C  1.348600  -0.721100  2.958000  0.007
C  1.738500  -0.885200  4.298100  0.002
C  1.025400  -0.251100  5.284400  0.000
C  -0.057300  0.556700  4.926000  0.000
C  -0.384800  0.668200  3.591200  -0.001
N  0.273400  0.034700  2.614600  0.012
H  2.593000  -1.509500  4.510300  0.000
H  1.298400  -0.373300  6.323400  0.000
H  -0.635500  1.075400  5.673400  0.000
H  -1.206100  1.301200  3.267700  0.000
F  0.103900  -2.621600  -7.335300  0.000
C  0.326700  -2.592600  -6.023300  0.000
C  0.913800  -3.683500  -5.385100  0.000
F  1.259900  -4.761100  -6.089800  0.000
C  1.133200  -3.642100  -4.011500  0.000
F  1.713400  -4.696100  -3.434400  0.000
C  0.788800  -2.530700  -3.246100  0.001
P  1.034900  -2.443200  -1.409300  0.047
C  0.496300  -4.096500  -0.885100  -0.001
C  0.937600  -4.542000  0.358500  0.001
C  0.411400  -5.699600  0.902200  -0.001
C  -0.555000  -6.418700  0.218500  0.000
C  -0.989600  -5.980800  -1.020900  -0.001
C  -0.474500  -4.820600  -1.571900  0.001
C  2.868000  -2.466700  -1.417100  0.002
C  3.461900  -1.203500  -1.377800  -0.003
C  4.836500  -1.092800  -1.286000  -0.001
C  5.614000  -2.238900  -1.218500  0.001
C  5.023100  -3.489900  -1.263700  -0.001
C  3.649100  -3.612200  -1.376400  0.004
C  0.252600  -1.430800  -3.913100  0.001
Br  -0.057400  0.202200  -2.963200  0.001
C  0.001300  -1.460800  -5.280700  0.000
F  -0.542100  -0.407000  -5.883200  0.000
H  1.694000  -3.982600  0.893200  0.000
H  0.756700  -6.039100  1.865200  0.000
H  -0.975700  -7.312400  0.655700  0.000
H  -1.742100  -6.540600  -1.555300  0.000
H  -0.833400  -4.472900  -2.533000  0.000
H  2.838200  -0.304200  -1.399400  0.004
H  5.298500  -0.118400  -1.236500  0.000
H  6.684500  -2.152700  -1.111100  0.000
H  5.629100  -4.379800  -1.193000  0.000
H  3.182600  -4.584400  -1.419600  -0.001

Atoms 1-3, force components in eV/Å:
1.10 -2.30 1.32
-1.35 -0.12 -0.12
-0.56 0.09 -0.26



In order of appearance, E_tot = -84559.0668 -172446.8234 eV.